{"formula": "C25H47N6O2RuSi2Te", "method": "wB97M-V/def2-TZVPD", "elements": ["Ru", "N", "C", "C", "C", "C", "N", "C", "N", "N", "C", "O", "O", "H", "H", "H", "H", "H", "H", "H", "H", "H", "H", "H", "H", "H", "H", "N", "C", "C", "C", "N", "C", "C", "H", "H", "H", "H", "H", "H", "C", "Si", "C", "C", "C", "Te", "C", "Si", "C", "C", "C", "H", "H", "H", "H", "H", "H", "H", "H", "H", "H", "H", "H", "H", "H", "H", "H", "H", "H", "H", "H", "H", "H", "C", "C", "C", "C", "C", "C", "H", "H", "H", "H", "H"], "positions_angstrom": [[0.00, -0.46, 0.83], [2.19, -1.32, 0.52], [3.15, -0.19, 0.30], [3.99, -0.41, -0.99], [5.37, 0.31, -0.79], [6.41, 0.12, -1.94], [6.05, 0.82, -3.12], [6.38, 2.06, -3.42], [6.16, 2.45, -4.68], [7.06, 2.86, -2.63], [2.51, 1.19, 0.45], [3.26, 2.14, 0.44], [1.19, 1.14, 0.45], [2.42, -1.88, 1.32], [2.12, -1.93, -0.30], [3.93, -0.20, 1.06], [3.48, -0.17, -1.89], [4.27, -1.48, -0.99], [5.98, -0.03, 0.07], [5.23, 1.41, -0.69], [6.42, -0.90, -2.22], [7.45, 0.31, -1.65], [5.62, 0.31, -3.89], [5.76, 1.86, -5.36], [6.43, 3.35, -5.08], [6.95, 2.58, -1.66], [7.12, 3.80, -2.88], [0.68, 0.67, 6.95], [0.43, 0.42, 5.64], [-0.14, -0.81, 5.18], [-0.21, -0.95, 3.80], [0.22, 0.00, 2.93], [0.56, 1.27, 3.37], [0.61, 1.50, 4.69], [0.51, 0.01, 7.65], [0.74, 1.60, 7.25], [-0.29, -1.62, 5.89], [-0.54, -1.83, 3.36], [0.87, 1.96, 2.55], [0.87, 2.47, 5.17], [-5.29, 1.37, 0.21], [-3.81, 2.19, 0.98], [-3.22, 1.35, 2.63], [-4.12, 3.94, 1.30], [-2.38, 2.30, -0.23], [-1.59, 0.46, -1.13], [-3.24, -0.81, -1.66], [-2.94, -1.30, -3.49], [-1.23, -2.07, -3.67], [-2.99, 0.26, -4.55], [-4.22, -2.63, -3.90], [-6.17, 1.58, 0.75], [-5.11, 0.32, 0.17], [-5.45, 1.81, -0.83], [-3.95, 0.52, 2.83], [-3.31, 2.02, 3.48], [-2.16, 1.07, 2.47], [-4.93, 4.17, 1.99], [-4.52, 4.53, 0.50], [-3.22, 4.45, 1.65], [-1.38, 2.69, 0.11], [-2.65, 2.78, -1.14], [-4.10, -0.12, -1.66], [-3.31, -1.62, -0.99], [-0.39, -1.53, -3.29], [-0.97, -2.19, -4.72], [-1.36, -2.99, -3.14], [-2.13, 0.91, -4.48], [-3.83, 0.92, -4.33], [-3.00, -0.06, -5.58], [-4.04, -3.61, -3.41], [-4.15, -2.84, -4.92], [-5.29, -2.31, -3.64], [-2.40, -4.47, 1.74], [-1.20, -4.44, 1.10], [-0.53, -3.26, 0.77], [-1.15, -2.04, 1.10], [-2.41, -2.05, 1.75], [-3.02, -3.26, 2.05], [-2.91, -5.37, 1.85], [-0.74, -5.39, 0.83], [0.40, -3.23, 0.21], [-2.86, -1.10, 2.04], [-3.95, -3.36, 2.56]], "lowdin_spin": [2.88, 0.11, 0.01, 0.00, 0.00, 0.00, 0.00, 0.00, 0.00, 0.00, 0.01, 0.02, 0.14, 0.00, 0.01, 0.00, 0.00, 0.00, 0.00, 0.00, 0.00, 0.00, 0.00, 0.00, 0.00, 0.00, 0.00, 0.02, 0.01, 0.01, 0.01, 0.12, 0.01, 0.01, 0.00, 0.00, 0.00, 0.00, 0.00, 0.00, 0.00, 0.01, 0.00, 0.00, 0.04, 0.17, 0.02, 0.01, 0.00, 0.00, 0.00, 0.00, 0.00, 0.00, 0.00, 0.00, 0.00, 0.00, 0.00, 0.00, 0.00, 0.00, 0.00, 0.00, 0.00, 0.00, 0.00, 0.00, 0.00, 0.00, 0.00, 0.00, 0.00, 0.11, 0.00, 0.11, 0.04, 0.07, 0.00, 0.01, 0.00, 0.00, 0.00, 0.00], "homo_ev": [-16.088, -16.081], "spin_multiplicity": 5, "orbital_gap_ha": [0.297, 0.209], "de_lowest_kj_mol": 116.4, "charge": 3, "s2": 6.048, "energy_ev": -65329.5699}